Entry from the Open Molecules 2025 dataset: C15H14AsIN4O2PdS5 as an isolated structure (wB97M-V/def2-TZVPD).

```
! RIJCOSX wB97M-V def2-TZVPD def2/J DEFGRID3
* xyz -2 1
H -1.113 1.853 -4.084
H 0.041 -2.301 -1.826
N -1.678 -0.583 -0.547
C 0.041 -2.215 0.874
C -1.191 4.181 -1.254
As -2.907 2.920 2.888
S -2.487 4.838 2.061
C 0.745 -1.227 1.551
S -4.087 3.059 4.645
H 1.097 -1.813 -3.999
C -0.820 0.918 -3.612
I 1.229 5.844 -2.259
N -1.397 0.673 -2.444
H -2.294 2.663 -0.275
H 0.536 0.332 -5.178
C 2.529 -2.792 2.012
C 0.178 4.316 -1.336
C -1.077 -0.445 -1.781
C -0.179 -1.380 -2.343
C 3.858 -3.109 2.648
N -0.279 2.438 -0.214
H 0.025 -4.239 0.218
H 1.737 2.957 -0.486
S -3.821 1.575 1.386
S -1.635 -1.951 0.257
C 0.092 0.077 -4.225
H 3.729 -3.755 3.520
O -1.924 -3.121 -0.550
C 0.703 3.209 -0.656
H 0.376 -0.201 1.644
C 1.976 -1.521 2.118
H -1.992 4.829 -1.562
O -2.439 -1.777 1.446
C 0.588 -3.485 0.752
C 0.400 -1.106 -3.562
N -1.401 3.049 -0.583
C 1.823 -3.767 1.315
H 4.515 -3.627 1.947
H 2.510 -0.742 2.648
H 2.241 -4.763 1.215
Pd -1.564 0.595 1.370
S -1.039 1.787 3.280
H 4.357 -2.198 2.977
*
```

Computed properties:
orbital gap = 4.85 eV
HOMO energy = -1.2 eV


Entry from the Open Molecules 2025 dataset: one molecule with the formula C15H14BrNO3 (wB97M-V/def2-TZVPD).

```
! RIJCOSX wB97M-V def2-TZVPD def2/J DEFGRID3
* xyz 0 1
H -1.957 3.729 0.642
C -3.645 2.329 1.068
C -4.985 -1.498 0.550
H 2.191 -1.518 0.425
H -4.150 3.252 1.528
H 6.878 -1.456 1.991
H -5.006 -2.548 0.167
H -5.027 -1.388 1.578
H -1.745 -1.663 -1.041
C -1.685 1.844 -0.385
C 2.414 0.083 -1.135
H 4.416 -2.275 1.789
C 6.397 -0.043 0.255
C 4.901 -1.762 1.215
C -2.196 0.559 -0.521
H -5.877 -1.033 0.023
O -3.632 -1.012 -0.083
C -4.065 0.957 0.710
C 6.170 -1.224 1.303
H 0.369 -0.578 0.105
Br 7.686 0.920 -0.263
C 2.862 -0.836 -0.353
H -1.355 -0.089 -2.310
H 3.050 0.860 -1.914
H -0.799 2.052 -0.604
O 0.796 0.115 -2.974
O 5.092 0.127 -0.168
C 4.163 -0.842 0.353
N -0.003 -0.258 -0.836
C -2.467 2.640 0.622
C 0.909 0.067 -1.816
C -3.320 0.151 0.117
C -1.307 -0.525 -1.217
H -5.073 0.861 1.181
*
```

Computed properties:
orbital gap = 7.71 eV
HOMO energy = -7.6 eV
SMILES string = COc1ccccc1CNC(=O)/C=C/c1ccc(Br)o1


Entry from the Open Molecules 2025 dataset: a 3-piece molecular cluster, C15H14F16IN2O3 overall (wB97M-V/def2-TZVPD).

```
! RIJCOSX wB97M-V def2-TZVPD def2/J DEFGRID3
* xyz 1 1
F 1.353 -6.667 -3.407
C 0.928 -5.492 -2.902
F -3.771 0.363 3.246
C 2.287 4.192 2.908
I 0.027 3.644 -1.674
H 1.139 -3.111 0.631
H -2.167 -1.659 0.095
C 3.027 4.461 -0.622
F -2.760 -1.139 4.443
F -3.573 1.810 -1.051
H 0.624 5.531 0.442
H 0.340 5.161 2.941
H 3.681 3.583 -0.661
H 2.558 -4.662 -0.961
C -0.259 -5.010 -3.739
F -3.387 3.616 1.041
H -3.774 -1.200 0.526
C 2.475 -3.970 -1.799
H 0.022 -4.921 -4.790
F -2.142 2.218 2.144
F 1.299 -2.045 -2.498
F -4.397 1.058 0.798
N 2.429 4.522 0.719
F 2.782 -1.828 -0.921
N 1.162 4.853 2.437
F -0.698 -3.808 -3.310
H 3.501 -3.700 -2.047
F -1.866 -2.425 2.240
F 0.246 -1.468 -0.054
C -2.547 2.564 0.905
C -2.729 -0.930 0.676
F 0.590 -5.729 -1.621
O 2.003 -4.617 -2.975
C 0.726 -2.716 -0.301
C -2.273 -1.129 2.136
H 3.660 5.349 -0.741
F -1.285 -5.880 -3.627
H 4.019 3.489 1.891
C 1.794 -2.645 -1.394
C 1.292 5.051 1.148
H -4.166 -1.585 3.110
O 2.442 4.711 -2.878
H 2.436 3.927 3.945
F -0.328 -3.469 -0.662
O -2.408 0.316 0.058
C 2.041 4.378 -1.809
C -3.318 -0.905 3.231
F -1.179 -0.365 2.367
C 3.062 3.993 1.832
H -1.670 2.882 0.337
C -3.248 1.404 0.199
*
```

Computed properties:
orbital gap = 10.13 eV
HOMO energy = -13.4 eV


Entry from the Open Molecules 2025 dataset: C15H14FeNO3 as an isolated structure (wB97M-V/def2-TZVPD).

```
! RIJCOSX wB97M-V def2-TZVPD def2/J DEFGRID3
* xyz 1 5
C -0.699 -1.594 0.645
H 4.888 -1.722 -0.725
C -1.093 1.762 1.665
H 2.269 -3.339 -3.747
C 5.476 -3.662 -1.576
C 1.324 -2.659 -0.516
H 2.818 -1.522 0.487
O 0.131 2.318 4.643
H -1.771 -1.284 0.574
N 2.281 -1.650 -1.809
O 2.109 2.461 1.179
O -1.693 2.456 0.941
H 1.921 -1.335 -2.746
H 1.533 -3.704 -0.910
H 2.717 -3.090 1.274
H 6.378 -3.754 -0.942
C 3.436 -2.496 -2.144
C 3.961 -4.595 -3.229
C 1.373 -1.554 1.981
H -0.619 -1.629 2.887
H 2.617 -0.768 -1.360
C -0.024 -1.369 1.988
Fe 0.114 0.695 2.398
C -0.004 -2.097 -0.448
C 0.129 1.358 3.983
H 1.948 -1.335 2.873
C 4.619 -2.552 -1.401
H 3.617 -5.425 -3.846
C 1.363 1.684 1.633
H -0.525 -2.020 -1.426
C 2.088 -2.256 0.885
C 3.146 -3.464 -3.107
C 5.197 -4.640 -2.551
H 5.927 -5.433 -2.769
*
```

Computed properties:
orbital gap (alpha / beta) = 5.71 / 6.34 eV
expectation value of S² = 6.06
HOMO energy (alpha / beta) = -9.2 / -12.0 eV


Short version: DFT total energy = -152435.5511, -93446.7444, -76478.3060, -57788.7534 eV, in the order given.
Short version: largest force on an atom = 1.67, 13.30, 1.96, 7.63 eV/Å, in the order given.